(1)
ORCA calculation (wB97M-V/def2-TZVPD) on a molecular structure, C9H16N10OS3Tb.

```
! wB97M-V def2-TZVPD RIJCOSX def2/J DEFGRID3
* xyz 1 7
Tb -0.448 0.489 1.273
N -3.456 1.113 0.390
C -2.591 0.038 0.008
N -2.339 -1.016 0.804
N -1.172 -1.521 0.348
N -0.732 -0.774 -0.654
N -1.607 0.228 -0.883
C -2.579 1.874 1.225
N -2.337 1.551 2.505
N -1.163 2.150 2.803
N -0.708 2.770 1.727
N -1.581 2.602 0.707
H -4.252 0.770 0.920
C 4.407 0.933 -0.724
C 4.229 1.079 0.778
S 2.735 1.815 1.385
O 1.669 0.697 1.189
C 2.311 3.031 0.137
C 1.520 2.477 -1.047
H 5.388 0.493 -0.904
H 4.378 1.889 -1.244
H 3.663 0.267 -1.157
H 5.021 1.669 1.248
H 4.205 0.107 1.277
H 3.263 3.482 -0.156
H 1.734 3.775 0.682
H 1.984 1.609 -1.503
H 1.445 3.261 -1.802
H 0.492 2.218 -0.787
S -0.219 -0.722 3.798
C -0.050 -2.395 3.866
N -0.058 -3.061 5.002
C -0.088 -4.525 4.934
C 0.454 -4.888 3.552
S 0.160 -3.436 2.502
H -0.234 -2.559 5.861
H -1.110 -4.877 5.067
H 0.528 -4.944 5.724
H -0.073 -5.737 3.126
H 1.521 -5.095 3.570
*
```

Summary:
- HOMO-LUMO gap (alpha / beta) (eV) = 9.18 / 9.25
- E_HOMO (alpha / beta) (eV) = -12.15 / -12.16
- molar mass (g mol⁻¹) = 535.422
- energy relative to the best compared isomer or geometry (same formula, charge and spin) (eV) = 0.181
- calculated total energy (a.u.) = -2994.1290
- expectation value of S² = 12.68


(2)
ORCA calculation (wB97M-V/def2-TZVPD) on 2 unconnected molecules or ions with the total composition C4H5N3O2S.

```
! wB97M-V def2-TZVPD RIJCOSX def2/J DEFGRID3
* xyz 0 1
C -1.929 -1.004 0.213
C -0.951 -0.367 0.887
C -0.897 0.205 -1.201
C 2.495 -2.399 -0.456
N -1.803 -0.721 -1.069
N 2.501 -1.329 -0.065
N -0.345 0.487 -0.016
O 1.215 2.232 -0.875
O 0.365 2.545 1.435
S 1.119 1.583 0.355
H -2.589 -1.798 0.553
H -0.716 -0.389 1.847
H -0.868 0.958 -2.031
H 2.555 -3.328 -0.827
H -0.154 3.327 1.251
*
```

Summary:
- HOMO-LUMO gap (eV) = 9.21
- E_HOMO (eV) = -8.69
- molar mass (g mol⁻¹) = 159.170
- energy relative to the best compared isomer or geometry (same formula, charge and spin) (eV) = 2.394
- calculated total energy (a.u.) = -868.2671


(3)
ORCA calculation (wB97M-V/def2-TZVPD) on a gas-phase ion, C2H2NO3S (charge -1).

```
! wB97M-V def2-TZVPD RIJCOSX def2/J DEFGRID3
* xyz -1 3
C -0.591 1.280 -0.337
C 0.538 -0.071 0.279
N -0.108 -1.309 0.176
O -1.645 0.955 -0.706
O -0.706 -1.891 1.093
O -0.194 -1.802 -0.992
S 0.433 2.586 -0.283
H 0.890 0.298 1.238
H 1.383 -0.047 -0.468
*
```

Summary:
- HOMO-LUMO gap (alpha / beta) (eV) = 4.50 / 5.13
- E_HOMO (alpha / beta) (eV) = -1.35 / -4.26
- molar mass (g mol⁻¹) = 120.109
- energy relative to the best compared isomer or geometry (same formula, charge and spin) (eV) = 2.414
- calculated total energy (a.u.) = -755.9198
- expectation value of S² = 2.01